# 1
{"formula": "C15H39F3O8Y", "method": "ωB97M-V/def2-TZVPD", "elements": ["Y", "C", "O", "O", "C", "F", "F", "F", "C", "C", "H", "H", "H", "H", "H", "H", "C", "O", "H", "H", "H", "C", "C", "O", "H", "H", "H", "H", "H", "H", "C", "C", "O", "H", "H", "H", "H", "H", "H", "C", "C", "O", "H", "H", "H", "H", "H", "H", "C", "C", "O", "H", "H", "H", "H", "H", "H", "C", "C", "O", "H", "H", "H", "H", "H", "H"], "coordinates": [[2.023, -0.437, 1.298], [0.690, 2.065, 3.637], [-0.587, 2.462, 3.161], [1.231, 1.119, 2.838], [1.572, 3.304, 3.884], [1.992, 3.921, 2.773], [0.912, 4.188, 4.653], [2.681, 2.973, 4.607], [-0.623, 3.241, 1.966], [-2.068, 3.317, 1.540], [-2.236, 3.811, 0.580], [-2.587, 2.364, 1.392], [-2.656, 3.829, 2.305], [-0.042, 2.821, 1.142], [-0.286, 4.260, 2.158], [0.381, 1.657, 4.606], [-0.557, 0.468, -0.959], [0.744, 0.328, -0.498], [-1.189, -0.402, -0.695], [-1.139, 1.294, -0.537], [-0.679, 0.438, -2.048], [0.074, 0.360, -5.025], [0.144, -1.056, -4.520], [0.016, -1.995, -5.604], [-0.943, 0.650, -5.281], [0.733, 0.429, -5.888], [0.441, 0.959, -4.189], [-0.513, -1.319, -3.685], [1.168, -1.213, -4.143], [-0.372, -2.798, -5.245], [-3.868, -1.324, -1.540], [-3.614, -2.817, -1.265], [-4.406, -3.609, -2.112], [-3.656, -0.953, -2.538], [-3.323, -0.730, -0.801], [-4.915, -1.191, -1.245], [-3.760, -2.965, -0.189], [-2.561, -2.982, -1.519], [-5.319, -3.313, -2.021], [-1.887, -0.897, 2.750], [-0.906, -1.974, 2.299], [0.447, -1.576, 2.618], [-1.614, -0.419, 3.691], [-2.911, -1.267, 2.682], [-1.884, -0.065, 2.039], [-1.032, -2.035, 1.217], [-1.146, -2.948, 2.728], [0.428, -1.496, 3.583], [1.887, -4.225, -1.416], [0.992, -3.367, -0.537], [1.791, -2.750, 0.535], [2.547, -4.875, -0.843], [2.479, -3.529, -2.018], [1.351, -4.789, -2.177], [0.232, -3.929, 0.013], [0.426, -2.613, -1.079], [2.388, -3.466, 0.794], [4.120, 3.504, -0.022], [3.150, 2.344, 0.086], [3.619, 1.283, 0.949], [5.124, 3.138, -0.263], [4.186, 4.026, 0.940], [3.800, 4.305, -0.684], [2.830, 1.961, -0.878], [2.309, 2.862, 0.558], [4.372, 1.643, 1.439]], "atomic_forces_ev_per_a": [[-3.8, 3.4, -0.7], [-1.4, -0.6, -0.5], [0.3, 0.4, -0.3], [1.9, -1.5, -1.4], [0.3, -0.2, 1.3], [0.1, 0.0, -0.1], [0.0, 0.0, -0.5], [-0.3, -0.1, -0.6], [-0.7, 0.0, -0.4], [-1.1, -0.1, -0.1], [0.4, 0.4, 0.1], [0.5, -0.3, 0.3], [0.1, 0.1, -0.1], [0.3, -0.3, 0.2], [0.2, 0.0, 0.0], [0.6, 0.2, 0.3], [-1.1, -1.2, 0.2], [2.0, -1.1, 2.2], [0.2, -0.1, 0.3], [0.5, 0.4, -0.1], [0.5, 0.6, -0.1], [-0.3, -0.4, 0.6], [1.2, -1.1, -0.3], [-0.5, 0.3, 0.4], [0.1, 0.1, -0.1], [0.0, 0.3, 0.0], [0.0, 0.4, -0.3], [-0.4, 0.3, -0.2], [-0.1, 0.2, 0.2], [0.0, -0.1, -0.2], [-0.5, -0.3, 1.5], [0.7, 1.6, -0.9], [0.0, -0.4, 0.3], [-0.1, -0.3, -0.1], [0.1, 0.1, -0.2], [-0.1, 0.4, -0.5], [-0.1, -0.4, -0.1], [-0.1, -0.6, 0.1], [0.0, -0.1, -0.1], [0.1, 0.5, -0.8], [-1.2, 0.6, -0.4], [0.0, -0.7, 0.4], [-0.3, -0.4, 0.3], [0.0, -0.2, 0.6], [0.3, 0.0, 0.0], [0.6, -0.2, 0.0], [0.3, 0.0, 0.1], [0.3, 0.4, -0.2], [0.0, 1.2, -0.5], [-0.7, -0.9, 0.4], [0.6, 0.4, -0.6], [-0.1, -0.1, 0.0], [0.4, -0.1, 0.2], [-0.3, -0.2, 0.4], [0.1, -0.3, -0.2], [0.5, 0.4, 0.0], [0.0, 0.2, 0.2], [1.1, -0.4, 0.8], [-1.0, 2.3, -0.3], [0.4, -0.4, -0.3], [0.0, 0.3, -0.3], [0.1, -0.3, 0.1], [-0.1, -0.4, -0.5], [0.2, -0.4, 0.1], [-0.5, -0.9, 0.0], [-0.2, -0.2, 0.2]], "mulliken_charge": [1.60, -0.10, -0.38, -0.38, 0.74, -0.20, -0.27, -0.30, 0.60, -1.58, 0.41, 0.25, 0.39, -0.24, 0.31, 0.21, 0.04, -0.52, -0.41, 0.18, 0.08, -1.05, 0.32, -0.56, 0.28, 0.37, 0.25, 0.02, 0.10, 0.31, -0.76, 0.02, -0.52, 0.25, 0.03, 0.45, 0.19, 0.05, 0.34, -0.85, 0.20, -0.46, 0.32, 0.42, 0.07, -0.19, 0.24, 0.33, -1.39, 0.24, -0.32, 0.47, 0.33, 0.37, 0.24, 0.06, 0.19, -1.49, 0.37, -0.48, 0.40, 0.39, 0.39, 0.37, -0.04, 0.30], "charge": 1, "de_lowest_kcal_mol": 90.92, "mol_weight_g_mol": 493.369, "orbital_gap_ev": 7.9, "homo_ha": -0.446}

# 2
{"formula": "C5H8INO2", "method": "ωB97M-V/def2-TZVPD", "elements": ["C", "C", "C", "C", "C", "N", "O", "O", "I", "H", "H", "H", "H", "H", "H", "H", "H"], "coordinates": [[1.455, 0.201, -1.358], [-1.197, 0.474, 0.041], [0.112, 1.161, 0.470], [-1.635, -0.742, 0.853], [1.298, 0.399, 0.058], [-1.044, -1.941, 0.492], [2.445, -0.532, -1.800], [0.629, 0.680, -2.121], [2.597, -0.063, 1.552], [-2.103, 1.070, 0.121], [-1.000, 0.236, -0.925], [0.027, 2.063, -0.004], [-0.123, 1.382, 1.561], [-1.551, -0.794, 1.923], [-2.784, -1.043, 0.641], [-0.356, -1.923, -0.233], [3.229, -0.630, -1.270]], "atomic_forces_ev_per_a": [[-0.8, 0.9, 0.1], [-1.3, 0.0, 3.2], [-2.5, -1.3, 3.0], [-1.6, -1.1, -1.9], [-0.4, 0.7, 1.1], [0.4, -2.5, 0.6], [0.7, -0.9, -1.9], [0.8, -0.4, 0.1], [0.4, -0.4, -0.1], [0.4, 1.1, -0.3], [-0.4, -1.1, -2.9], [0.4, 2.6, -1.4], [1.5, -0.4, -1.0], [-0.2, 1.1, 0.9], [1.9, 1.2, 0.5], [0.5, 0.5, -0.8], [0.2, 0.0, 0.9]], "mulliken_charge": [0.94, -0.86, -0.70, -0.32, -0.45, -0.60, -0.46, -0.57, 0.20, 0.36, 0.55, 0.32, 0.43, 0.36, 0.25, 0.28, 0.28], "mol_weight_g_mol": 241.028, "multiplicity": 3, "s_squared": 2.013, "orbital_gap_ev": [8.9, 7.7], "homo_ha": [-0.319, -0.346]}

# 3
{"formula": "C15H15ClN4O2S", "method": "ωB97M-V/def2-TZVPD", "elements": ["C", "C", "N", "C", "C", "C", "O", "C", "C", "N", "N", "C", "S", "N", "C", "C", "C", "C", "C", "Cl", "C", "C", "O", "H", "H", "H", "H", "H", "H", "H", "H", "H", "H", "H", "H", "H", "H", "H"], "coordinates": [[-6.115, -0.728, -0.516], [-4.654, -0.819, -0.179], [-4.183, -2.017, 0.121], [-2.906, -2.148, 0.432], [-1.996, -1.102, 0.462], [-0.569, -1.379, 0.851], [0.342, -1.319, -0.232], [-2.467, 0.182, 0.131], [-1.651, 1.374, 0.102], [-0.377, 1.310, 0.116], [0.368, 2.405, 0.081], [1.740, 2.329, 0.033], [2.560, 3.762, 0.052], [2.210, 1.071, -0.030], [3.503, 0.566, -0.052], [4.656, 1.346, -0.017], [5.897, 0.737, -0.042], [6.022, -0.640, -0.101], [4.868, -1.408, -0.134], [4.990, -3.132, -0.207], [3.617, -0.825, -0.110], [-3.833, 0.313, -0.184], [-4.313, 1.544, -0.498], [-6.263, -0.353, -1.529], [-6.639, -0.077, 0.184], [-6.543, -1.723, -0.449], [-2.596, -3.156, 0.677], [-0.517, -2.373, 1.319], [-0.220, -0.631, 1.566], [-0.009, -1.843, -0.961], [-2.183, 2.325, 0.038], [-0.039, 3.342, 0.077], [1.472, 0.361, -0.073], [4.584, 2.419, 0.028], [6.785, 1.349, -0.014], [6.991, -1.112, -0.120], [2.727, -1.433, -0.135], [-5.258, 1.483, -0.686]], "atomic_forces_ev_per_a": [[0.2, 0.1, 0.0], [-0.1, 0.2, 0.0], [-0.3, -0.2, 0.0], [0.4, 0.0, 0.1], [-0.1, 0.1, -0.1], [-0.2, -0.2, 0.4], [0.2, -0.3, -0.4], [-0.7, -0.5, -0.1], [0.4, 0.9, -0.1], [-0.3, -0.5, 0.1], [-0.5, 0.6, 0.0], [0.3, 0.0, 0.0], [0.1, 0.4, 0.0], [-1.1, 0.0, 0.0], [0.8, -0.1, 0.0], [-0.1, 0.2, 0.0], [0.0, -0.2, 0.0], [0.0, -0.1, 0.0], [0.0, 0.3, 0.0], [0.0, -0.2, 0.0], [0.0, 0.1, 0.0], [0.5, -0.5, 0.2], [-0.1, 0.1, -0.1], [-0.1, 0.1, -0.1], [-0.1, 0.1, 0.0], [0.0, 0.0, 0.0], [0.2, -0.1, 0.1], [0.0, 0.2, 0.0], [0.0, -0.2, 0.0], [0.1, 0.0, 0.0], [0.1, 0.0, 0.0], [0.2, -0.3, 0.0], [0.2, 0.1, -0.1], [0.0, 0.0, 0.0], [0.1, 0.1, 0.0], [0.1, -0.1, 0.0], [-0.1, -0.1, 0.0], [0.1, 0.0, 0.0]], "mulliken_charge": [-1.71, 0.86, -0.63, -0.68, 0.53, -0.87, -0.48, 0.02, -0.16, -0.03, -0.46, 0.33, -0.48, -0.02, 0.88, -0.67, -0.66, -0.52, 0.17, -0.24, -0.68, 0.49, -0.61, 0.41, 0.41, 0.34, 0.34, 0.45, 0.35, 0.28, 0.45, 0.30, 0.27, 0.24, 0.38, 0.42, 0.68, 0.31], "de_lowest_kcal_mol": 8.09, "mol_weight_g_mol": 350.831, "smiles": "Cc1ncc(CO)c(/C=N/NC(=S)Nc2cccc(Cl)c2)c1O", "orbital_gap_ev": 7.9, "homo_ha": -0.305}

# 4
{"formula": "C4H13N", "method": "ωB97M-V/def2-TZVPD", "elements": ["C", "N", "C", "H", "H", "H", "H", "H", "H", "H", "C", "C", "H", "H", "H", "H", "H", "H"], "coordinates": [[-1.047, -0.211, 1.688], [-2.304, -0.334, 0.944], [-2.124, -0.956, -0.371], [-0.174, -0.185, 1.031], [-1.067, 0.662, 2.330], [-0.907, -1.073, 2.350], [-2.660, 0.601, 0.792], [-1.898, -2.016, -0.248], [-1.351, -0.456, -0.967], [-3.056, -0.865, -0.923], [2.193, 1.378, -0.796], [2.905, 0.117, -1.310], [2.118, 2.115, -1.587], [2.716, 1.831, 0.047], [1.193, 1.125, -0.453], [3.576, -0.341, -0.582], [2.181, -0.631, -1.616], [3.535, 0.343, -2.165]], "atomic_forces_ev_per_a": [[-0.2, -0.7, 0.1], [0.3, 0.3, -0.2], [-0.3, 0.2, 0.4], [0.1, 0.3, -0.1], [0.0, 0.2, 0.0], [-0.1, 0.0, -0.1], [-0.1, 0.0, 0.0], [0.1, 0.1, -0.1], [0.2, -0.2, 0.0], [-0.1, -0.1, 0.0], [0.2, -0.4, 0.1], [0.2, 0.2, 0.1], [-0.1, 0.2, -0.1], [0.0, 0.0, -0.1], [-0.1, 0.1, 0.0], [-0.2, 0.0, 0.2], [0.0, -0.2, -0.1], [0.0, 0.0, -0.2]], "mulliken_charge": [-0.60, -0.40, -0.80, 0.07, 0.32, 0.29, 0.26, 0.28, 0.26, 0.32, -0.59, -0.85, 0.29, 0.27, 0.05, 0.27, 0.25, 0.31], "de_lowest_kcal_mol": 8.08, "mol_weight_g_mol": 75.155, "smiles": "CNC.CC", "orbital_gap_ev": 9.9, "homo_ha": -0.327}

| no. | calculated total energy (eV) |
| --- | --- |
| 1 | -41757.6527 |
| 2 | -18996.1876 |
| 3 | -49211.2491 |
| 4 | -5848.2810 |